Record 1
Entry from the Open Molecules 2025 dataset: a molecular structure, C48H66O6SZr (wB97M-V/def2-TZVPD).

CARTESIAN COORDINATES (ANGSTROEM)
Zr  -0.674358  0.500180  1.043349
C  0.141118  -2.099788  -0.896094
O  -0.893620  -1.337064  -0.215355
C  -2.051670  -2.049943  0.172685
C  -3.246682  -1.667971  -0.417723
C  -3.341306  -0.493814  -1.379371
C  -3.585778  0.819776  -0.643357
C  -4.877577  1.174196  -0.246206
C  -5.146063  2.357056  0.429340
C  -4.074285  3.230134  0.666419
C  -2.779245  2.928551  0.295849
C  -1.656759  3.943434  0.459002
C  -0.599813  3.857191  1.567265
C  0.327101  4.885773  1.671736
C  1.404527  4.828319  2.557684
C  1.592265  3.656307  3.297534
C  0.708323  2.592048  3.240768
C  1.123026  1.276291  3.913220
C  0.176716  0.092769  4.051089
C  -0.533119  -0.140835  5.215997
C  -1.320742  -1.284190  5.396910
C  -1.335111  -2.231420  4.374032
C  -0.630422  -2.051368  3.185489
C  -0.706790  -3.096427  2.077788
C  -1.965305  -2.935628  1.232974
C  -3.148251  -3.544971  1.643301
C  -4.378566  -3.246059  1.065144
C  -4.399483  -2.290008  0.045255
C  -5.690138  -3.860810  1.552876
C  -5.466119  -4.917202  2.633453
C  -6.420352  -4.513858  0.371347
C  -6.556544  -2.735781  2.138100
C  0.101615  -0.873722  3.028270
O  0.748098  -0.612713  1.824325
C  -2.101684  -1.468274  6.697532
C  -2.920171  -2.758012  6.697914
C  -1.114858  -1.509222  7.873488
C  -3.058657  -0.280722  6.871745
C  -0.400748  2.773139  2.413336
O  -1.451676  1.843123  2.498122
C  -2.489724  2.165386  3.480588
C  2.366674  6.000158  2.748625
C  2.256274  6.476284  4.206237
C  2.040925  7.169364  1.821348
C  3.805832  5.541959  2.474833
C  -2.545696  1.693752  -0.339532
O  -1.235741  1.340938  -0.646004
C  -6.548168  2.739597  0.900351
C  -6.966389  4.062802  0.244457
C  -7.580284  1.670428  0.549595
C  -6.521894  2.907662  2.426885
H  -0.137554  -3.148662  -0.878907
H  1.076265  -1.945392  -0.363038
H  0.194318  -1.734195  -1.918033
H  -4.177260  -0.674727  -2.054473
H  -2.441554  -0.406295  -1.984191
H  -5.688970  0.499469  -0.489791
H  -4.260631  4.183746  1.149343
H  -2.098099  4.939421  0.503144
H  -1.084462  3.917122  -0.472741
H  0.202494  5.750753  1.032815
H  2.466185  3.560693  3.931933
H  1.523479  1.515600  4.898338
H  1.968455  0.919542  3.319909
H  -0.458165  0.588070  6.016269
H  -1.901026  -3.146329  4.498401
H  -0.732831  -4.085681  2.534532
H  0.199082  -3.042183  1.479394
H  -3.095184  -4.257048  2.457409
H  -5.344949  -2.014437  -0.409195
H  -4.828120  -5.733077  2.286670
H  -6.425863  -5.351353  2.914667
H  -5.023802  -4.494579  3.539741
H  -5.814383  -5.301506  -0.080756
H  -6.670616  -3.790855  -0.406908
H  -7.353947  -4.961944  0.715090
H  -6.048747  -2.247668  2.975881
H  -7.498891  -3.139642  2.512176
H  -6.795564  -1.977263  1.388846
H  -2.286739  -3.646476  6.649464
H  -3.632582  -2.794829  5.868761
H  -3.494996  -2.820013  7.622233
H  -0.367330  -2.292488  7.735675
H  -1.652460  -1.714943  8.800392
H  -0.592459  -0.559058  7.999017
H  -3.804109  -0.252531  6.070635
H  -2.527447  0.673273  6.881815
H  -3.594698  -0.363985  7.818474
H  -2.362372  3.215094  3.726192
H  -2.330235  1.529919  4.347147
H  -3.446786  1.980266  3.010792
H  1.219660  6.675064  4.484428
H  2.822608  7.399588  4.336467
H  2.661144  5.737311  4.900359
H  1.054728  7.593177  2.022717
H  2.088028  6.884301  0.767473
H  2.771162  7.964154  1.974474
H  4.094753  4.684480  3.083721
H  4.498806  6.352222  2.706773
H  3.945315  5.275407  1.424072
H  -6.953851  3.983763  -0.844081
H  -6.312335  4.887712  0.532183
H  -7.979915  4.325130  0.552249
H  -7.674585  1.528237  -0.529241
H  -8.558153  1.975024  0.923702
H  -7.340424  0.707026  1.008560
H  -5.818503  3.681902  2.741354
H  -6.244602  1.969895  2.918426
H  -7.509824  3.195378  2.790876
O  -2.804473  -0.262842  2.194975
H  -3.634081  -0.498673  1.758661
H  -2.730786  -0.773929  3.012404
C  3.288795  0.753566  -0.938359
S  1.582958  1.207326  -1.116965
C  1.730937  2.807431  -1.842572
O  1.134846  1.483352  0.344407
H  3.897448  1.635042  -0.743412
H  3.606762  0.246933  -1.849563
H  3.329138  0.066318  -0.093943
H  2.293850  2.704392  -2.771401
H  2.251967  3.445908  -1.127876
H  0.725976  3.168486  -2.048904

Cartesian forces, eV/Å:
Zr -0.74 -0.01 0.34
C -0.16 0.18 0.03
O -0.05 -0.27 0.15
C 0.19 0.05 -0.16
C -0.16 0.08 -0.03
C 0.03 -0.03 0.07
C -0.09 -0.11 0.01
C 0.02 -0.04 0.05
C 0.00 0.05 -0.01
C -0.08 0.00 0.04
C 0.12 0.02 0.02
C 0.00 -0.04 0.08
C 0.05 -0.01 -0.14
C 0.14 0.03 -0.12
C -0.07 0.00 0.03
C 0.14 0.00 -0.06
C 0.12 -0.13 -0.10
C -0.12 0.06 -0.01
C 0.08 0.00 -0.04
C -0.08 0.03 0.05
C 0.02 -0.03 0.00
C -0.05 0.02 0.04
C -0.11 -0.07 -0.09
C -0.06 0.03 -0.06
C 0.00 -0.05 0.21
C 0.01 -0.10 0.04
C -0.01 0.03 0.00
C -0.08 -0.03 -0.02
C 0.06 0.02 -0.07
C 0.01 -0.05 0.05
C -0.02 -0.02 -0.04
C -0.04 0.04 0.03
C 0.46 -0.03 -0.41
O 0.32 -0.34 0.81
C 0.04 0.03 -0.06
C -0.04 -0.06 0.01
C 0.03 0.02 0.04
C -0.05 0.04 0.00
C -0.31 0.09 0.31
O -0.16 0.13 0.37
C 0.23 -0.05 -0.22
C -0.02 -0.10 -0.03
C 0.01 -0.01 0.05
C 0.00 0.06 -0.03
C 0.07 0.02 -0.05
C 0.43 -0.10 -0.24
O -0.58 0.64 -0.49
C 0.08 0.00 -0.01
C -0.01 0.04 -0.02
C -0.06 -0.05 -0.01
C -0.01 -0.01 0.05
H 0.02 -0.04 -0.03
H 0.05 -0.01 0.00
H 0.05 -0.02 -0.05
H -0.02 0.04 -0.01
H 0.04 -0.02 0.00
H 0.02 0.02 0.00
H -0.01 -0.02 -0.02
H -0.07 -0.01 0.05
H 0.03 0.05 0.00
H -0.01 0.00 0.03
H -0.03 0.02 0.00
H -0.08 0.01 0.05
H 0.06 0.03 0.02
H -0.01 -0.03 -0.01
H 0.02 0.02 0.00
H 0.02 0.01 0.03
H 0.01 0.00 -0.02
H -0.01 0.03 -0.02
H 0.02 -0.01 0.03
H -0.02 0.02 -0.03
H 0.01 0.01 0.01
H -0.01 0.01 -0.03
H 0.00 0.02 0.03
H 0.01 -0.01 0.02
H 0.02 0.01 0.00
H -0.01 -0.01 -0.02
H 0.02 0.00 -0.02
H 0.01 -0.02 0.02
H 0.00 0.03 0.00
H 0.01 0.03 0.02
H 0.01 0.00 -0.01
H -0.03 0.00 -0.01
H 0.01 0.02 -0.01
H 0.00 -0.03 -0.01
H 0.03 -0.01 0.01
H -0.01 -0.02 0.01
H 0.01 -0.02 -0.02
H -0.07 0.02 0.07
H -0.04 0.02 0.06
H -0.06 0.02 0.01
H 0.01 0.02 -0.03
H 0.02 -0.03 0.00
H -0.04 0.01 -0.01
H 0.01 -0.02 0.01
H 0.01 0.00 0.02
H 0.00 -0.01 0.01
H -0.02 0.03 0.01
H -0.02 0.00 -0.02
H -0.03 0.00 0.02
H 0.00 -0.01 0.02
H 0.00 -0.02 -0.01
H 0.02 -0.01 0.00
H 0.01 0.02 0.02
H 0.01 0.00 0.00
H -0.01 0.03 0.00
H -0.02 -0.01 -0.02
H -0.01 0.02 -0.02
H 0.02 -0.01 -0.02
O 0.27 0.41 -0.14
H -0.06 -0.14 -0.11
H 0.02 -0.22 0.05
C 0.19 0.07 0.03
S -0.27 -0.24 0.35
C 0.08 0.18 -0.03
O 0.25 -0.28 -0.60
H 0.03 -0.05 0.05
H 0.03 0.06 0.01
H 0.01 -0.02 -0.04
H -0.02 0.05 0.01
H -0.02 0.06 -0.08
H 0.01 0.01 0.00

- Kohn-Sham gap (eV) = 8.36
- total charge = +2
- E_LUMO (eV) = -5.1
- spin multiplicity = 1

=====

Record 2
Entry from the Open Molecules 2025 dataset: a molecular structure, H7O3 (wB97M-V/def2-TZVPD).

CARTESIAN COORDINATES (ANGSTROEM)
O  -1.394205  -1.646883  -0.230252
H  -1.956137  -2.014753  -0.929950
H  -1.796584  -1.887466  0.615381
O  1.839390  1.145991  1.229763
H  2.398264  1.151783  0.444199
H  2.197561  1.880373  1.742012
O  -0.213408  0.345241  -0.778022
H  -0.248521  0.961441  -1.523530
H  -0.081175  0.889086  0.017107
H  -0.745189  -0.824812  -0.586706

Cartesian forces, eV/Å:
O -0.70 -1.45 -0.88
H 0.11 -0.03 -0.07
H 0.44 0.50 0.39
O -0.14 0.22 -0.38
H 0.09 -0.19 0.01
H -0.16 -0.04 0.22
O 0.24 0.31 -0.05
H -0.13 -0.38 -0.13
H 0.38 -0.16 0.26
H -0.13 1.22 0.65

- Kohn-Sham gap (eV) = 11.52
- total charge = +1
- E_LUMO (eV) = -4.0
- spin multiplicity = 1

=====

Record 3
Entry from the Open Molecules 2025 dataset: a molecular structure, CH2Cl2N2 (wB97M-V/def2-TZVPD).

CARTESIAN COORDINATES (ANGSTROEM)
C  0.463922  -0.179433  -0.420012
N  0.316807  -1.342577  -0.060084
N  -0.469880  0.840578  0.461647
Cl  1.237792  0.878033  -1.607697
Cl  -1.110636  -0.067618  1.749554
H  -1.066919  2.003406  0.482274
H  0.628913  -2.132388  -0.605682

Cartesian forces, eV/Å:
C -3.19 4.00 1.55
N 0.61 -0.07 -1.19
N -0.29 1.67 -0.36
Cl -0.18 -1.29 0.44
Cl -0.61 0.56 0.42
H 3.07 -5.02 -0.87
H 0.59 0.15 0.00

- Kohn-Sham gap (eV) = 8.88
- E_LUMO (eV) = 0.1
- spin multiplicity = 1

=====

Record 4
Entry from the Open Molecules 2025 dataset: a single C13H21N3O molecule (wB97M-V/def2-TZVPD).

CARTESIAN COORDINATES (ANGSTROEM)
C  5.394553  1.746365  0.036771
N  6.222955  0.793837  -0.353757
C  5.742365  -0.433635  -0.462603
C  4.426496  -0.767725  -0.189538
C  3.554166  0.234907  0.218631
C  4.058747  1.524869  0.331629
H  3.423723  2.341473  0.642773
C  2.117389  -0.074370  0.539766
N  1.629632  -1.164826  -0.282201
H  1.615052  -0.880594  -1.257246
C  0.345094  -1.710212  0.100787
C  -0.854034  -0.762331  -0.052702
C  -2.167620  -1.496244  0.263132
N  -3.403775  -0.757530  0.202578
C  -3.872852  -0.307700  -1.091868
C  -3.460453  1.133489  -1.426881
H  -3.966873  1.474753  -2.331707
O  -3.847265  2.024729  -0.403153
C  -3.265956  1.657019  0.828924
C  -3.668935  0.229666  1.228703
H  -3.160917  -0.058498  2.149814
H  -4.751469  0.225844  1.408743
H  -3.633308  2.376464  1.563190
H  -2.170681  1.747080  0.759250
H  -2.372252  1.201074  -1.579964
H  -3.514819  -0.989167  -1.864460
H  -4.969330  -0.345937  -1.070344
H  -2.268759  -2.338244  -0.430280
H  -2.097046  -1.911326  1.274046
H  -0.734941  0.084035  0.626155
H  -0.876190  -0.385399  -1.078685
H  0.421739  -2.035336  1.143017
H  0.178473  -2.598522  -0.516417
H  1.523042  0.851608  0.450227
H  2.058387  -0.402649  1.585266
H  4.068777  -1.779647  -0.290447
H  6.452725  -1.184335  -0.784138
H  5.824171  2.736997  0.112988

Cartesian forces, eV/Å:
C -0.19 0.21 0.11
N 0.53 0.12 -0.12
C -0.13 -0.24 0.01
C -0.02 0.13 0.05
C 0.14 0.08 -0.04
C 0.01 -0.18 -0.02
H -0.06 0.09 0.01
C -0.14 0.03 0.00
N 0.16 0.03 -0.16
H 0.03 -0.05 0.07
C -0.29 0.16 -0.13
C 0.04 -0.37 0.18
C 0.18 0.13 -0.05
N -0.06 0.07 -0.01
C -0.02 0.27 0.02
C 0.00 -0.28 -0.18
H 0.07 -0.05 -0.01
O -0.16 0.02 0.01
C 0.05 -0.18 0.28
C -0.04 0.24 -0.13
H -0.02 -0.01 0.06
H 0.05 0.09 0.12
H 0.07 -0.05 0.02
H -0.09 0.00 0.03
H -0.09 -0.01 -0.01
H -0.03 -0.03 -0.05
H 0.03 0.03 -0.15
H 0.06 -0.06 0.08
H 0.04 -0.09 -0.04
H -0.01 0.09 -0.06
H 0.02 0.08 0.00
H -0.04 -0.09 -0.03
H -0.06 -0.04 0.12
H 0.09 -0.12 0.10
H -0.06 0.07 -0.04
H 0.00 -0.10 -0.04
H -0.01 -0.13 -0.02
H -0.05 0.11 0.03

- Kohn-Sham gap (eV) = 8.77
- structure (SMILES) = c1cc(CNCCCN2CCOCC2)ccn1
- E_LUMO (eV) = 0.7
- spin multiplicity = 1

=====

Record 5
Entry from the Open Molecules 2025 dataset: 2 unconnected molecules or ions with the total composition CF3I (wB97M-V/def2-TZVPD).

CARTESIAN COORDINATES (ANGSTROEM)
C  -0.405867  0.222195  0.011409
F  0.113223  1.293838  -0.500737
F  0.882571  -1.604367  -0.839193
F  -0.053973  -0.048505  1.233739
I  -2.210160  -0.459674  -0.522375

Cartesian forces, eV/Å:
C 2.08 -1.52 0.24
F -0.24 -1.32 0.67
F -1.58 2.24 0.84
F 0.18 0.82 -1.23
I -0.44 -0.21 -0.52

- Kohn-Sham gap (spin up / spin down) (eV) = 8.33 / 8.21
- E_LUMO (spin up / spin down) (eV) = -2.0 / -2.0
- spin multiplicity = 1

=====

Record 6
Entry from the Open Molecules 2025 dataset: a single C6H14 molecule (wB97M-V/def2-TZVPD).

CARTESIAN COORDINATES (ANGSTROEM)
C  3.179294  0.097353  0.442420
C  1.868997  -0.252226  -0.269756
C  0.630447  0.447609  0.273139
C  -0.621010  -0.224239  -0.274908
C  -1.926399  0.383268  0.216828
C  -3.148459  -0.285969  -0.403236
H  3.990172  0.392750  -0.229827
H  3.079933  0.870855  1.212579
H  3.476427  -0.820423  0.934499
H  1.954915  -0.076652  -1.346652
H  1.698702  -1.336609  -0.161796
H  0.642365  1.515440  0.011165
H  0.632098  0.401087  1.372895
H  -0.585137  -1.289774  -0.001183
H  -0.586952  -0.194571  -1.374423
H  -1.967788  0.300564  1.311528
H  -1.933344  1.457253  -0.013118
H  -3.131358  -0.193046  -1.495771
H  -4.078311  0.163153  -0.040710
H  -3.174590  -1.355831  -0.163669

Cartesian forces, eV/Å:
C 0.08 -0.17 0.07
C -0.01 -0.10 -0.10
C 0.00 0.01 0.00
C -0.04 -0.02 -0.03
C -0.01 0.06 0.03
C -0.08 -0.02 -0.01
H -0.19 -0.02 0.04
H -0.12 -0.08 -0.21
H 0.51 0.03 0.35
H -0.09 0.07 0.06
H 0.06 0.30 -0.11
H 0.00 -0.15 0.02
H -0.02 -0.04 -0.17
H -0.07 0.15 -0.05
H -0.05 0.01 0.14
H -0.02 0.03 -0.14
H -0.02 -0.13 0.03
H -0.01 -0.01 0.16
H 0.09 -0.07 -0.06
H 0.00 0.15 -0.03

- Kohn-Sham gap (eV) = 12.17
- structure (SMILES) = CCCCCC
- E_LUMO (eV) = 1.3
- spin multiplicity = 1

=====

The records above yield E values of -2765.02044 -229.63167 -1069.05463 -747.42833 -635.25678 -237.00193 hartree, respectively.
The records above yield ΔE to the lowest compared entry with this formula, charge and spin values of 13.5 19.0 73.7 45.6 80.8 5.9 kcal per mole, respectively.